Record 1
{
  "formula": "C5H14NS",
  "method": "ωB97M-V with the def2-TZVPD basis set",
  "symbols": ["C", "C", "C", "C", "C", "N", "S", "H", "H", "H", "H", "H", "H", "H", "H", "H", "H", "H", "H", "H", "H"],
  "coordinates": [[1.55169, -1.39602, -0.27270], [0.95883, 0.14873, 1.51217], [-2.03120, -0.65509, 0.95085], [0.59822, 1.48965, -1.14323], [0.51811, -0.74933, 0.52247], [-0.80273, -0.98712, 0.28585], [-0.56995, 2.04255, -2.38992], [1.19857, -1.67297, -1.35057], [1.70490, -2.29033, 0.21114], [2.45257, -0.88016, -0.39971], [1.15326, -0.14930, 2.52220], [0.16166, 0.94635, 1.80512], [1.93455, 0.66548, 1.19972], [-2.38260, -1.33709, 1.86817], [-2.09163, 0.39062, 1.26092], [-2.92182, -0.67909, 0.30489], [0.86415, 2.44122, -0.88802], [1.52864, 0.90149, -1.56068], [-0.93568, -1.68347, -0.44486], [-1.30036, 0.92236, -2.48138], [-1.58918, 2.53151, -1.51240]],
  "homo_energy_ev": -10.994,
  "total_charge": 1,
  "gap_ev": 7.16
}

Record 2
{
  "formula": "C5H14O",
  "method": "ωB97M-V with the def2-TZVPD basis set",
  "symbols": ["C", "C", "C", "C", "C", "H", "H", "H", "H", "H", "H", "H", "H", "H", "H", "H", "H", "H", "H", "O"],
  "coordinates": [[-0.35290, 2.24047, -0.40032], [0.15729, 1.35698, 0.78611], [-0.48069, -0.00173, 0.97113], [-1.38730, -0.58465, -0.16338], [-0.73583, -1.33444, -1.34270], [0.39318, 2.87661, -0.85855], [-0.92907, 1.58663, -1.04597], [-1.09811, 2.92405, 0.03580], [1.21279, 1.24248, 0.53356], [0.14139, 2.05759, 1.62795], [-1.04899, -0.21345, 1.88399], [0.34702, -0.69862, 1.18242], [-2.11153, 0.13883, -0.51362], [-2.07827, -1.28095, 0.32575], [-1.50003, -2.00581, -1.76194], [0.01158, -2.02737, -0.96973], [-0.45731, -0.63772, -2.13215], [2.73479, -2.30197, 0.90634], [3.73676, -1.23642, 0.61428], [3.44523, -2.10049, 0.32103]],
  "homo_energy_ev": -10.742,
  "smiles": "CCCCC.O",
  "gap_ev": 11.54
}

Record 3
{
  "formula": "C5H14O",
  "method": "ωB97M-V with the def2-TZVPD basis set",
  "symbols": ["C", "C", "O", "H", "H", "H", "H", "H", "H", "C", "C", "C", "H", "H", "H", "H", "H", "H", "H", "H"],
  "coordinates": [[2.06205, -0.69521, -0.78037], [2.64540, 0.59281, -1.37869], [1.95925, -0.54875, 0.61529], [1.03717, -0.91062, -1.13418], [2.72898, -1.51138, -1.06295], [2.06254, 1.49912, -1.23335], [1.04301, -0.55643, 0.90351], [2.88403, 0.45532, -2.43281], [3.57245, 0.65978, -0.79798], [-1.81002, -0.48205, 0.62920], [-1.71899, 0.39661, 1.93515], [-1.89881, 0.26626, -0.69738], [-2.71109, -1.05133, 0.85741], [-1.08345, -1.31067, 0.68207], [-1.96660, 1.39592, 1.58885], [-2.32022, -0.06049, 2.71754], [-2.90412, 0.69285, -0.63856], [-0.74497, 0.39454, 2.42759], [-1.61578, -0.33975, -1.54650], [-1.22084, 1.11346, -0.65385]],
  "homo_energy_ev": -10.235,
  "smiles": "CCC.CCO",
  "gap_ev": 11.22
}

Record 4
{
  "formula": "C5H14O",
  "method": "ωB97M-V with the def2-TZVPD basis set",
  "symbols": ["C", "C", "C", "C", "C", "H", "H", "H", "H", "H", "H", "H", "H", "H", "H", "H", "H", "H", "H", "O"],
  "coordinates": [[0.24091, 0.99314, -0.65157], [-0.46939, -0.23752, -1.27547], [-0.88513, -1.40070, -0.34767], [-2.00067, -1.01149, 0.65612], [1.74753, 0.85740, -0.67938], [-0.17950, 1.10854, 0.34597], [-0.07516, 1.81226, -1.29945], [-1.35503, 0.06968, -1.83582], [0.25688, -0.69287, -1.96329], [-1.22397, -2.19528, -1.01286], [0.04021, -1.71897, 0.13924], [-2.68498, -1.80648, 0.93153], [-2.57016, -0.15642, 0.29204], [-1.42791, -0.66872, 1.52138], [2.27591, 1.56753, -0.04576], [2.14978, 0.92847, -1.69266], [2.02436, -0.18182, -0.44330], [1.58469, 1.08460, 1.71135], [1.19515, 0.39206, 3.01027], [1.35649, 1.25658, 2.63936]],
  "homo_energy_ev": -10.989,
  "smiles": "CCCCC.O",
  "gap_ev": 11.87
}

Record 5
{
  "formula": "C5H14O",
  "method": "ωB97M-V with the def2-TZVPD basis set",
  "symbols": ["C", "C", "H", "H", "H", "H", "H", "H", "C", "C", "C", "O", "H", "H", "H", "H", "H", "H", "H", "H"],
  "coordinates": [[-1.46228, 1.65228, 0.44292], [-1.57504, 3.09253, -0.04058], [-0.43678, 1.39351, 0.70978], [-2.08401, 1.42794, 1.29936], [-1.54380, 1.00936, -0.43974], [-2.30058, 3.18788, -0.85009], [-0.66402, 3.54841, -0.42972], [-1.86704, 3.75223, 0.78014], [0.81887, -1.17869, -0.10661], [1.15625, -1.61245, -1.52151], [0.76314, -2.33251, 0.92250], [1.85581, -0.27264, 0.29095], [-0.14636, -0.67630, -0.10888], [2.08540, -2.17159, -1.63900], [1.10858, -3.28853, 0.53091], [1.25914, -2.14276, 1.87000], [-0.30295, -2.50159, 1.12307], [1.70750, 0.02802, 1.19072], [1.31471, -0.72146, -2.13170], [0.31346, -2.19364, -1.89253]],
  "homo_energy_ev": -10.200,
  "smiles": "CC(C)O.CC",
  "gap_ev": 11.10
}

Record 6
{
  "formula": "C5H14O",
  "method": "ωB97M-V with the def2-TZVPD basis set",
  "symbols": ["C", "C", "C", "O", "H", "H", "H", "H", "H", "H", "H", "H", "C", "C", "H", "H", "H", "H", "H", "H"],
  "coordinates": [[-1.10540, 0.85546, 0.52285], [-1.84966, 1.89430, -0.25964], [-0.59841, 1.05345, 2.04122], [-2.02878, -0.23167, 0.70216], [-0.19812, 0.54815, 0.04870], [-1.82352, 2.88796, 0.26633], [-1.60349, 1.01261, 2.62799], [0.24207, 0.27161, 2.10773], [-0.03610, 2.03409, 2.16031], [-1.90423, -0.78844, -0.12498], [-2.89724, 1.71341, -0.36007], [-1.29252, 2.01198, -1.24465], [1.46314, -1.44538, -0.38871], [2.28603, -1.82385, -1.59600], [0.63731, -0.73320, -0.77127], [1.07918, -2.37685, 0.04435], [2.15790, -0.93553, 0.29686], [2.22628, -2.86219, -1.90902], [3.30897, -1.68502, -1.48925], [1.93656, -1.40089, -2.67492]],
  "homo_energy_ev": -10.175,
  "smiles": "CC(C)O.CC",
  "gap_ev": 10.98
}

Record 7
{
  "formula": "C5H14O",
  "method": "ωB97M-V with the def2-TZVPD basis set",
  "symbols": ["C", "C", "C", "C", "C", "H", "H", "H", "H", "H", "H", "H", "H", "H", "H", "H", "H", "H", "H", "O"],
  "coordinates": [[-1.61647, 0.03540, -1.85551], [-1.61317, 0.41575, -0.30172], [-1.21226, 1.91217, -0.05557], [0.23585, 2.04305, 0.14695], [-0.20453, 0.20117, -2.28619], [-2.00959, -0.94700, -2.09005], [-2.24025, 0.79927, -2.38160], [-0.96660, 0.02851, 0.47039], [-2.73255, 0.19232, -0.02514], [-1.92208, 2.31525, 0.75124], [-1.59864, 2.25422, -1.03319], [0.36777, 2.96351, 0.69246], [0.63196, 1.27392, 0.71780], [0.72859, 2.24029, -0.74447], [0.15875, -0.04577, -3.26178], [0.02271, 1.33645, -2.06656], [0.47360, -0.28753, -1.46422], [3.13882, -3.21392, 3.90515], [3.33092, -4.82722, 3.86068], [3.63501, -3.96594, 3.59769]],
  "homo_energy_ev": [-13.350, -13.350],
  "s2": 0.75,
  "total_charge": 1,
  "spin_multiplicity": 2,
  "gap_ev": [10.49, 3.00]
}

Record 8
{
  "formula": "C5H14O2",
  "method": "ωB97M-V with the def2-TZVPD basis set",
  "symbols": ["C", "C", "C", "C", "C", "H", "H", "H", "H", "H", "H", "H", "H", "H", "H", "H", "H", "O", "H", "H", "O"],
  "coordinates": [[-1.64280, -0.48926, 0.28099], [-0.95077, 0.76268, 0.05602], [-1.05238, 1.33180, -1.19867], [-0.65909, 2.74453, -1.32172], [-0.27062, 1.24060, 1.38702], [-1.16585, -1.01603, 1.19955], [-1.34004, -1.48274, -0.30846], [-2.61821, -0.37562, 0.52187], [-1.46824, 0.95737, -2.12041], [0.35592, 2.81079, -1.68766], [-1.25166, 3.43046, -1.92444], [-0.67287, 3.33168, -0.34185], [-0.11073, 0.44305, 2.02788], [-0.91787, 1.99737, 1.86044], [0.70877, 1.70036, 1.16645], [1.69263, -4.15375, 0.07280], [1.17584, -3.77504, -1.05259], [1.01135, -4.40704, -0.40981], [2.56027, -2.21710, 0.28646], [3.18256, -0.99679, 1.04967], [3.43378, -1.83731, 0.45648]],
  "homo_energy_ev": -8.791,
  "smiles": "CC=C(C)C.O.O",
  "gap_ev": 9.09
}

What ΔE to the lowest compared entry with this formula, charge and spin values result from the calculations? In sequence: 494.6, 103.1, 117.8, 49.1, 79.7, 214.9, 198.1, 279.3 kJ/mol.